Record 1
{"formula": "C34H86O35S10", "method": "ωB97M-V with the def2-TZVPD basis set", "energy_ha": -7962.07063, "species": ["O", "S", "O", "O", "C", "C", "C", "H", "H", "H", "H", "H", "H", "H", "H", "O", "S", "O", "O", "C", "C", "C", "H", "H", "H", "H", "H", "H", "H", "H", "O", "S", "O", "O", "C", "C", "C", "H", "H", "H", "H", "H", "H", "H", "H", "O", "S", "O", "O", "C", "C", "C", "H", "H", "H", "H", "H", "H", "H", "H", "O", "S", "O", "O", "C", "C", "C", "H", "H", "H", "H", "H", "H", "H", "H", "O", "S", "O", "O", "C", "C", "C", "H", "H", "H", "H", "H", "H", "H", "H", "O", "S", "O", "O", "C", "C", "C", "H", "H", "H", "H", "H", "H", "H", "H", "O", "S", "O", "O", "C", "C", "C", "H", "H", "H", "H", "H", "H", "H", "H", "C", "O", "C", "C", "O", "C", "C", "O", "C", "H", "H", "H", "H", "H", "H", "H", "H", "H", "H", "H", "H", "H", "H", "C", "C", "O", "S", "O", "O", "O", "H", "H", "H", "H", "C", "C", "O", "S", "O", "O", "O", "H", "H", "H", "H"], "coordinates": [[-3.534851, 6.069456, 0.008774], [-3.256865, 5.070442, 0.995616], [-1.923970, 4.577967, 1.193589], [-3.582914, 5.704116, 2.442471], [-4.750108, 6.598013, 2.622338], [-4.698075, 7.185520, 4.000174], [-4.418825, 3.823499, 0.940476], [-5.600395, 5.950033, 2.583736], [-4.774371, 7.365144, 1.878368], [-3.770749, 7.702875, 4.266298], [-4.906702, 6.481716, 4.765480], [-5.500402, 7.932129, 4.051688], [-5.416430, 4.317191, 0.995690], [-4.292005, 3.051023, 1.668837], [-4.391981, 3.423002, -0.104709], [-4.705728, -1.020273, 1.044516], [-4.748976, -0.808557, 2.428573], [-5.399081, 0.387037, 2.969754], [-5.417232, -2.030816, 3.114229], [-5.161216, -3.317893, 2.435719], [-5.079482, -4.382047, 3.466087], [-3.139381, -0.915260, 3.144912], [-4.245477, -3.226282, 1.866658], [-6.034521, -3.609489, 1.879052], [-6.023092, -4.442652, 4.007505], [-4.238031, -4.396567, 4.170051], [-5.079926, -5.273682, 2.860603], [-2.544603, -1.635655, 2.630206], [-3.211235, -1.179809, 4.182997], [-2.633958, 0.041272, 2.945732], [-2.610549, 3.770818, -4.574648], [-1.761532, 4.283388, -3.558993], [-1.402122, 3.441721, -2.474923], [-0.355609, 4.676532, -4.241643], [0.350882, 3.469216, -4.780819], [1.351748, 2.785064, -3.772528], [-2.106342, 5.845677, -2.925755], [0.867802, 3.815278, -5.646378], [-0.398815, 2.781399, -5.196649], [1.841111, 1.969128, -4.342501], [0.802995, 2.369316, -2.892682], [1.993653, 3.528563, -3.350353], [-2.115484, 6.659115, -3.639351], [-1.373846, 6.105432, -2.135966], [-3.121396, 5.765576, -2.411247], [3.543055, 0.428149, -4.892014], [4.950890, 0.348914, -4.513936], [5.432000, 1.052110, -3.351390], [5.387267, -1.109389, -4.211138], [4.833791, -2.312494, -4.777964], [4.963245, -3.387135, -3.757203], [5.993505, 0.672735, -5.916156], [5.403488, -2.639930, -5.707098], [3.769497, -2.086311, -5.002373], [4.246546, -3.167954, -2.928208], [5.901296, -3.564228, -3.324813], [4.602759, -4.327923, -4.147119], [7.053326, 0.507124, -5.701236], [5.878264, 1.719775, -6.050921], [5.555018, 0.066722, -6.686667], [0.548037, -4.965186, 2.422743], [-0.685309, -4.239727, 2.389153], [-1.925807, -4.842868, 2.911287], [-0.442576, -2.929340, 3.278021], [0.924642, -2.419317, 3.260285], [1.475365, -2.371317, 4.661695], [-0.916315, -3.411250, 0.824014], [0.856965, -1.355337, 2.928554], [1.493429, -3.049172, 2.594536], [0.730650, -2.007594, 5.426424], [2.372089, -1.688396, 4.826639], [1.776185, -3.357651, 5.071706], [-1.832758, -2.849714, 0.933326], [-0.901596, -4.167794, 0.058217], [-0.055617, -2.778441, 0.646160], [-3.319305, -1.576196, -4.355965], [-2.370665, -1.864825, -3.362698], [-1.872073, -3.211715, -3.272451], [-1.061446, -1.035784, -3.556699], [-1.114656, 0.229818, -4.259759], [-0.183473, 0.072267, -5.420245], [-3.008509, -1.341615, -1.812278], [-0.841107, 1.016551, -3.610701], [-2.113969, 0.473872, -4.585790], [-0.557757, 0.725765, -6.147526], [-0.176225, -0.909556, -5.898265], [0.836614, 0.319497, -5.114086], [-3.470899, -0.358718, -1.919233], [-2.221162, -1.283780, -1.064089], [-3.785856, -2.023082, -1.505541], [-2.141294, 0.824114, 0.202597], [-0.682741, 0.625988, 0.321892], [-0.095155, 0.023910, 1.500737], [-0.266969, -0.159602, -0.975105], [1.026916, -0.916514, -0.934610], [2.092563, -0.184492, -1.682528], [0.113763, 2.264566, 0.219141], [0.698247, -1.829886, -1.358003], [1.261024, -1.178027, 0.093393], [2.582883, 0.533494, -1.031965], [1.707393, 0.249859, -2.604896], [2.870982, -0.905561, -1.843004], [-0.438385, 2.905552, -0.438435], [1.115690, 2.053284, -0.111833], [0.000883, 2.629499, 1.252532], [0.768848, -7.893509, -1.720382], [0.341724, -6.594011, -2.074407], [0.597814, -5.483087, -1.129083], [1.041666, -6.234607, -3.458227], [0.485445, -4.983171, -4.059087], [1.481319, -4.656825, -5.141721], [-1.385813, -6.653099, -2.518652], [0.515680, -4.259037, -3.295396], [-0.511059, -5.066410, -4.461682], [1.345108, -3.626812, -5.560384], [1.586779, -5.374388, -5.909468], [2.450180, -4.706723, -4.581108], [-1.682031, -5.881875, -3.196931], [-2.090600, -6.543932, -1.671617], [-1.620470, -7.671934, -2.878835], [1.687623, 4.526915, 2.513162], [0.554288, 3.868192, 2.989947], [0.877408, 2.831676, 3.843979], [-0.349126, 2.067512, 4.183890], [-1.189444, 2.884959, 5.027504], [-2.552106, 3.017985, 4.672020], [-3.121561, 3.780448, 5.829381], [-4.502326, 4.101115, 5.765967], [-5.298977, 2.907910, 5.753809], [1.476908, 4.956297, 1.547295], [2.396927, 3.741385, 2.342372], [2.089482, 5.197197, 3.276303], [1.380946, 3.312749, 4.749847], [1.548150, 2.080240, 3.404953], [-0.164990, 1.144067, 4.727460], [-0.817184, 1.805146, 3.227095], [-3.138962, 2.109196, 4.628732], [-2.696310, 3.532294, 3.715035], [-2.663427, 4.743865, 5.930762], [-2.886264, 3.367590, 6.807558], [-6.275555, 3.079571, 6.175684], [-4.781960, 2.164770, 6.391403], [-5.428766, 2.437325, 4.773642], [3.779150, -5.619266, 1.554859], [4.630380, -4.547065, 2.275455], [4.164182, -3.303421, 1.542264], [4.170690, -3.767847, 0.027910], [5.449188, -3.538031, -0.491648], [3.055264, -3.237837, -0.602269], [3.972556, -5.326587, 0.173639], [2.764706, -5.481618, 1.862488], [4.204933, -6.590747, 1.776177], [5.731049, -4.526982, 2.141637], [4.340504, -4.417569, 3.333568], [5.795735, 2.692703, 0.252629], [5.441215, 1.363350, -0.275702], [4.635939, 0.804272, 0.723082], [5.012194, 1.347370, 2.153472], [5.813271, 0.414471, 2.805369], [3.793845, 1.921651, 2.635994], [5.933134, 2.535996, 1.661393], [4.931418, 3.351744, 0.045267], [6.691891, 3.153837, -0.122681], [6.348361, 0.779509, -0.393657], [4.872435, 1.319699, -1.200151]], "atomic_forces_ev_per_a": [[-0.159, -0.191, -0.520], [1.411, 1.542, 2.530], [-0.601, -0.183, -0.714], [-0.299, 0.544, -0.461], [1.148, -1.021, 0.657], [-0.030, 1.203, 0.025], [-1.869, -0.314, -2.301], [-0.811, -0.200, -0.366], [0.144, 0.224, -0.701], [-0.013, -0.140, -0.395], [-0.055, -0.928, 0.604], [0.096, -0.010, -0.013], [0.667, -0.383, 0.271], [0.229, -0.319, 0.446], [0.188, -0.019, 0.896], [0.172, -0.170, -2.352], [-0.444, 2.712, 3.026], [0.848, -1.673, -0.750], [-0.616, -0.967, -0.247], [0.061, 0.320, 1.355], [-0.141, -0.669, 0.666], [0.302, 1.071, -0.747], [-0.087, -0.143, -0.353], [-0.155, 0.657, -0.902], [0.016, 0.212, 0.230], [-0.152, 0.235, -0.441], [0.408, -0.759, 0.034], [0.221, -0.739, -0.330], [-0.096, 0.175, 0.445], [-0.254, -0.176, 0.357], [-0.964, 0.213, -0.214], [2.677, 0.251, -0.792], [-0.535, -1.007, 1.216], [0.314, -1.118, -0.509], [-0.150, -0.192, 1.120], [-2.288, -0.224, -0.536], [-1.730, 1.030, 1.706], [0.557, 0.572, -0.438], [0.100, 0.115, 0.514], [0.129, 0.716, 0.610], [0.273, 0.144, -0.843], [0.855, 0.347, -0.121], [-0.112, -0.229, -0.467], [-0.339, -0.534, -0.482], [1.281, 0.165, -0.671], [1.782, -0.171, 0.211], [-0.358, 0.079, 0.556], [-0.446, 0.244, -0.853], [0.332, -0.776, 0.333], [-0.073, -0.247, -1.387], [-2.716, -0.049, 1.074], [-0.283, 0.130, 1.051], [-0.653, 0.931, 0.853], [0.650, -0.387, -0.128], [0.676, -0.076, -0.414], [1.529, 0.156, 0.327], [0.003, -0.300, -0.432], [-0.416, -0.446, 0.113], [-0.246, 0.950, -0.737], [0.199, -0.056, -0.677], [-0.164, -0.690, -0.447], [-1.563, 0.290, 1.576], [2.234, 1.227, -1.431], [-0.068, -0.384, 0.139], [-0.254, 1.819, 0.475], [0.677, -0.007, 2.315], [0.177, -0.878, 0.514], [-0.012, -1.061, -0.253], [0.424, 0.226, -0.137], [0.399, -0.175, -1.068], [-1.057, -0.764, -0.778], [-0.138, 0.311, -0.489], [-0.219, 0.111, -0.302], [-0.368, -0.253, -0.422], [0.088, 0.161, 0.278], [-1.265, 0.665, -1.522], [0.943, -1.445, 1.398], [-0.163, -0.025, 0.394], [-0.120, 0.582, 0.348], [-0.236, -1.179, -0.639], [0.755, -0.286, 0.415], [0.042, 0.397, 0.176], [0.558, 0.657, 1.008], [-0.471, -0.380, -0.089], [0.034, 1.256, -1.394], [-0.257, -0.077, 0.434], [-0.063, -0.069, -0.356], [0.231, -0.016, -0.077], [-0.149, -0.150, -0.236], [-0.177, -0.381, -0.015], [2.483, -0.750, 0.520], [-1.742, 2.687, 0.123], [-0.629, -0.359, -0.548], [0.775, -0.072, 0.730], [-1.115, 0.350, 0.257], [0.004, -0.122, 0.563], [-1.034, -1.461, 0.663], [0.120, -0.917, -0.958], [0.199, 0.482, 0.128], [-0.225, 0.551, -0.074], [0.270, -0.080, 0.070], [0.441, -0.472, -0.615], [-0.229, 0.148, -0.508], [0.524, 0.263, 0.138], [0.461, 0.079, -0.425], [0.325, -0.804, 0.099], [0.066, 2.544, 1.514], [-0.746, -1.805, -1.756], [-1.555, 0.344, -0.045], [1.321, -0.808, -1.146], [1.405, 1.549, 1.482], [-1.087, -1.106, 0.856], [-0.172, 0.971, 0.836], [-0.266, -0.527, 0.159], [0.006, -0.914, 0.361], [-0.399, -0.810, -0.926], [-0.479, 0.450, -0.733], [0.082, 0.331, -0.490], [0.975, 0.136, 0.127], [0.488, 0.582, -0.270], [0.279, -0.774, 0.240], [-1.289, 0.280, -0.710], [1.159, -0.023, 1.701], [-1.318, 0.734, 0.571], [0.029, -0.672, -0.726], [0.028, 0.191, 0.318], [-0.512, 1.721, 0.659], [-0.690, -0.989, -0.522], [0.903, -0.473, 0.413], [-0.267, 0.695, -0.047], [1.038, -0.125, -0.253], [0.007, 0.389, -0.258], [-0.494, -1.014, -0.667], [0.325, 0.390, -0.169], [0.387, -0.176, -0.018], [-0.331, 0.091, 0.215], [0.362, -0.947, -0.221], [0.198, 0.196, 0.120], [0.556, 0.714, -0.458], [-0.044, -0.990, 0.004], [-0.281, 0.436, 0.147], [-0.367, 0.084, -0.129], [0.142, 0.310, -0.123], [2.093, 0.398, 1.113], [-0.621, 1.291, 0.026], [0.020, -1.717, 0.539], [0.692, -0.205, 0.940], [1.740, 0.180, -0.875], [-2.360, 1.383, -1.304], [-0.127, -0.028, 0.321], [-0.788, -0.261, -0.041], [-0.359, -0.322, -0.184], [-0.681, -0.631, 0.089], [0.215, -0.007, -0.600], [-1.315, 2.035, -0.378], [1.032, -1.159, -1.105], [-0.827, -0.861, 0.348], [-1.848, 1.812, -1.428], [0.703, -1.158, 1.598], [0.714, -0.760, 0.826], [0.549, -0.087, 0.171], [0.431, 0.146, 0.298], [0.345, -0.068, -0.186], [0.111, -0.457, -0.122], [0.193, 0.369, -0.011]], "lowdin_charge": [-0.284, 0.558, -0.259, -0.266, -0.222, -0.064, -0.123, 0.106, 0.107, 0.091, 0.051, 0.087, 0.090, 0.066, 0.102, -0.260, 0.543, -0.298, -0.243, -0.233, -0.081, -0.097, 0.097, 0.123, 0.086, 0.083, 0.082, 0.026, 0.085, 0.061, -0.252, 0.548, -0.280, -0.267, -0.186, -0.048, -0.138, 0.106, 0.086, 0.047, 0.056, 0.072, 0.076, 0.094, 0.091, -0.295, 0.588, -0.281, -0.261, -0.240, -0.070, -0.100, 0.144, 0.120, 0.078, 0.068, 0.074, 0.089, 0.058, 0.069, -0.284, 0.637, -0.286, -0.273, -0.260, -0.077, -0.078, 0.106, 0.086, 0.092, 0.099, 0.076, 0.058, 0.048, 0.053, -0.248, 0.547, -0.285, -0.249, -0.225, -0.042, -0.118, 0.081, 0.120, 0.063, 0.094, 0.059, 0.089, 0.032, 0.074, -0.296, 0.622, -0.308, -0.281, -0.202, -0.028, -0.060, 0.101, 0.098, 0.069, 0.070, 0.072, 0.033, 0.056, 0.049, -0.262, 0.604, -0.312, -0.243, -0.242, -0.049, -0.112, 0.084, 0.097, 0.097, 0.064, 0.074, 0.028, 0.088, 0.084, -0.091, -0.200, -0.243, -0.158, -0.114, -0.184, -0.215, -0.186, -0.092, 0.091, 0.048, 0.100, 0.161, 0.107, 0.129, 0.104, 0.105, 0.119, 0.122, 0.128, 0.079, 0.096, 0.069, -0.141, -0.081, -0.207, 0.499, -0.205, -0.203, -0.162, 0.098, 0.140, 0.137, 0.136, -0.165, -0.200, -0.187, 0.582, -0.183, -0.230, -0.167, 0.144, 0.137, 0.141, 0.103]}


Record 2
{"formula": "C3H12O3S", "method": "ωB97M-V with the def2-TZVPD basis set", "energy_ha": -745.36489, "de_lowest_kj_mol": 93.8, "smiles": "OCCCS.O.O", "species": ["O", "C", "C", "C", "S", "H", "H", "H", "H", "H", "H", "H", "H", "O", "H", "H", "O", "H", "H"], "coordinates": [[-0.158162, 1.394120, 2.429259], [0.706097, 0.471043, 3.105298], [1.526502, -0.378723, 2.138083], [2.593178, 0.525638, 1.561512], [3.648887, -0.286823, 0.278318], [-0.645520, 0.933668, 1.739629], [1.216365, 1.164573, 3.793768], [0.205322, -0.260228, 3.737401], [1.861145, -1.312614, 2.571334], [0.732821, -0.638693, 1.368496], [3.348948, 0.763886, 2.339425], [2.409106, 1.460133, 0.973632], [4.621387, -0.646122, 1.085116], [-5.375753, 0.169991, -5.030731], [-4.810833, 0.617049, -5.678686], [-4.724558, -0.449914, -4.674892], [-2.729594, -0.954728, -3.917709], [-2.595501, -1.884962, -4.132764], [-1.829836, -0.687294, -3.686490]], "atomic_forces_ev_per_a": [[0.104, -0.468, 0.123], [-0.392, 0.230, 0.630], [-1.744, 1.947, -1.128], [2.401, -0.176, -0.930], [-0.394, -0.147, -0.439], [-0.072, -0.081, 0.023], [0.528, -0.639, -0.337], [-0.787, 0.211, 0.196], [0.484, 0.063, 0.084], [1.140, -0.061, 0.469], [-0.760, 0.184, -0.280], [-1.038, -0.735, 1.249], [0.524, -0.328, 0.341], [0.670, -0.062, -0.381], [-0.449, 0.146, 0.063], [-0.190, 0.000, 0.359], [0.494, -0.327, -0.013], [-0.259, -0.060, -0.044], [-0.260, 0.301, 0.016]], "lowdin_charge": [-0.075, -0.288, -0.258, -0.560, 0.665, 0.077, 0.126, 0.105, 0.109, 0.127, 0.077, 0.075, -0.181, -0.073, 0.035, -0.007, -0.050, 0.047, 0.048]}


no.,LUMO level (eV),HOMO level (eV),frontier orbital gap (Eh)
1,-0.010,-9.29,0.3408
2,0.257,-9.12,0.3446